# C27H35N2O7PSSi2

A structure of composition C27H35N2O7PSSi2 (ωB97M-V/def2-TZVPD, OMol25).

Geometry as XYZ:
```
75
Properties=species:S:1:pos:R:3:mulliken_charge:R:1
C -0.800 5.911 4.822 -1.239
C -0.475 4.430 5.008 -0.504
C -0.831 3.463 3.851 0.883
C -1.285 2.080 4.374 -1.590
Si -2.066 4.100 2.588 -0.027
O -1.930 3.139 1.222 0.615
Si -0.751 3.166 0.107 -0.562
C -1.391 3.647 -1.552 -0.694
C -2.823 3.142 -1.853 -0.477
C -2.984 2.267 -3.105 -0.732
C -3.176 0.800 -2.792 -0.741
O -2.040 0.263 -2.091 -0.188
C -1.122 -0.392 -2.864 0.723
C 0.221 0.281 -2.922 -0.720
O -1.403 -1.405 -3.445 -0.631
N 0.028 1.603 0.054 -0.108
C -0.288 0.648 0.708 0.418
S -0.706 -0.598 1.554 -0.386
O 0.433 4.249 0.573 -0.325
N 1.836 3.831 0.535 0.377
O 2.477 4.611 -0.017 -0.310
P -4.247 4.051 3.025 0.035
C -4.576 5.234 4.394 -1.155
C -4.736 2.399 3.668 -1.056
H -0.403 6.477 5.666 0.410
H -0.341 6.321 3.922 0.295
H -1.875 6.102 4.798 0.244
H -0.941 4.077 5.932 0.279
H 0.602 4.364 5.185 0.346
H 0.102 3.289 3.301 0.208
H -0.431 1.409 4.484 0.273
H -1.992 1.580 3.711 0.286
H -1.733 2.173 5.365 0.392
H -1.796 5.499 2.193 -0.201
H -0.676 3.277 -2.295 0.398
H -1.341 4.737 -1.611 0.519
H -3.228 2.606 -0.991 0.224
H -3.455 4.021 -1.981 0.519
H -2.126 2.387 -3.775 0.340
H -3.863 2.593 -3.665 0.353
H -4.041 0.667 -2.141 0.368
H -3.335 0.208 -3.696 0.401
H 0.192 0.990 -3.753 0.254
H 0.999 -0.451 -3.129 0.420
H 0.435 0.824 -2.004 0.083
H -5.618 5.094 4.684 0.390
H -4.490 6.241 3.986 0.327
H -3.952 5.135 5.283 0.321
H -5.770 2.483 4.008 0.390
H -4.732 1.712 2.821 0.304
H -4.128 1.992 4.473 0.281
C 1.297 -4.124 -4.379 -0.823
C 1.101 -3.571 -3.118 -0.178
C 1.844 -4.024 -2.040 -0.831
C 2.780 -5.036 -2.217 0.164
C 2.966 -5.599 -3.481 0.209
C 2.225 -5.135 -4.561 -0.670
C 3.939 -6.707 -3.699 0.679
O 4.110 -7.191 -4.797 -0.663
C 4.696 -7.205 -2.512 0.183
C 5.577 -8.267 -2.674 -0.572
C 6.298 -8.738 -1.591 -0.468
C 6.146 -8.148 -0.340 -0.483
C 5.267 -7.092 -0.172 -0.561
C 4.535 -6.620 -1.255 0.191
C 3.577 -5.495 -1.043 0.506
O 3.453 -4.975 0.046 -0.659
H 0.716 -3.763 -5.218 0.450
H 0.367 -2.787 -2.991 0.703
H 1.709 -3.604 -1.052 0.583
H 2.386 -5.578 -5.534 0.476
H 5.686 -8.710 -3.654 0.473
H 6.982 -9.567 -1.718 0.397
H 6.714 -8.516 0.504 0.395
H 5.133 -6.623 0.793 0.472
```

20
Properties=species:S:1:pos:R:3:nbo_charge:R:1 method="wB97M-V/def2-TZVPD" relative_energy_kj_mol=274.3 smiles=CN[C@H](C)CCO
C 2.330 0.636 0.399 -0.402
N 1.042 0.172 0.804 -0.658
C 0.246 -0.569 -0.241 -0.025
C 0.818 -0.675 -1.647 -0.626
C -1.215 -0.014 -0.211 -0.425
C -1.829 0.645 0.929 -0.052
O -3.368 0.704 0.737 -0.742
H 2.618 1.252 1.287 0.202
H 3.053 -0.112 0.255 0.159
H 2.299 1.210 -0.536 0.189
H 0.993 -0.274 1.673 0.363
H 0.351 -1.648 0.048 0.168
H 1.496 -1.486 -1.701 0.214
H 1.182 0.338 -1.966 0.213
H -0.096 -1.093 -2.115 0.225
H -1.384 0.596 -1.008 0.201
H -1.834 -0.986 -0.378 0.184
H -1.545 -0.087 1.743 0.150
H -1.443 1.592 1.204 0.201
H -3.712 -0.200 0.723 0.462

Number 1: energy -81761.8381 eV, HOMO -8.130 eV. Number 2: energy -8931.1684 eV, HOMO -8.519 eV.